DFT (wB97M-V/def2-TZVPD) results for a cluster of 16 separate species, C6H36O15 in total in a non-equilibrium geometry.

```
! wB97M-V def2-TZVPD RIJCOSX def2/J DEFGRID3
* xyz 0 1
C 3.25 0.17 0.79
C 3.80 -0.96 1.41
C 3.26 -2.21 1.01
C 2.26 -2.22 0.10
C 1.69 -1.06 -0.40
C 2.22 0.18 -0.17
H 3.84 1.06 0.98
H 4.57 -0.83 2.16
H 3.47 -3.12 1.54
H 2.00 -3.16 -0.30
H 0.81 -1.05 -1.06
H 1.82 1.14 -0.63
H -2.18 -0.69 2.85
H -2.51 -0.68 4.11
O -1.66 -0.53 3.69
H 0.89 3.47 -0.40
H 1.08 3.15 1.01
O 0.66 3.86 0.45
H 2.40 0.63 -4.09
H 1.05 0.02 -4.53
O 1.45 0.79 -4.15
H -1.63 -0.63 -4.13
H -1.37 -1.52 -2.89
O -1.30 -1.51 -3.88
H -2.35 -0.09 -1.14
H -1.30 -0.82 -0.53
O -1.58 -0.55 -1.39
H -0.25 -1.58 3.70
H 1.12 -2.16 4.02
O 0.46 -2.08 3.35
H -2.96 1.83 -0.98
H -3.10 2.13 0.46
O -3.07 1.38 -0.09
H -1.60 4.72 -0.06
H -1.06 3.58 0.82
O -1.84 3.90 0.47
H 1.17 2.55 -2.95
H 2.01 3.88 -2.77
O 1.37 3.35 -2.43
H 0.90 1.29 4.04
H -0.19 2.14 3.36
O 0.56 2.18 3.89
H -2.90 -0.08 0.78
H -3.20 -1.50 1.31
O -3.29 -0.52 1.58
H -0.73 -4.34 2.62
H 0.12 -3.13 2.08
O -0.34 -3.89 1.82
H -3.21 -3.40 0.22
H -1.71 -3.47 0.78
O -2.48 -2.85 0.41
H -1.69 3.78 -1.86
H -1.23 2.53 -2.58
O -1.89 2.85 -2.15
H 2.03 -2.08 -2.86
H 0.68 -1.86 -3.63
O 1.66 -1.98 -3.73
*
```

Results
electronic energy	-37517.98030	eV
relative energy (zero: lowest compared OMol25 entry of this formula, charge and spin)	146.9	kJ/mol
gap between HOMO and LUMO	0.3570	Eh
HOMO	-9.559	eV

=====

DFT (wB97M-V/def2-TZVPD) results for the molecule C5H15NP2S2 in a non-equilibrium geometry.

```
! wB97M-V def2-TZVPD RIJCOSX def2/J DEFGRID3
* xyz 0 3
C -2.26 0.50 -2.02
C 1.39 -1.05 -2.61
C 1.35 -0.84 1.79
C 2.17 1.60 0.53
C -3.96 -0.52 1.03
N -0.16 0.58 -0.42
P -1.55 -0.35 -0.59
P 1.23 0.10 0.18
S 2.45 -0.99 -1.08
S -2.61 0.73 1.04
H -2.08 0.07 -3.06
H -3.40 0.54 -1.75
H -1.70 1.49 -2.06
H 0.80 -0.17 -2.71
H 2.04 -1.18 -3.59
H 0.80 -1.88 -2.33
H 1.40 -0.10 2.65
H 0.44 -1.46 2.00
H 2.08 -1.59 1.67
H 2.44 2.19 -0.34
H 1.24 1.99 0.94
H 2.98 1.53 1.34
H -4.89 -0.02 1.28
H -3.78 -1.19 1.81
H -3.99 -0.98 0.10
*
```

Results
electronic energy	-47162.61662	eV
relative energy (zero: lowest compared OMol25 entry of this formula, charge and spin)	0.0	kJ/mol
gap between HOMO and LUMO (alpha / beta)	0.1728 / 0.2328	Eh
HOMO (alpha / beta)	-4.039 / -8.232	eV

=====

DFT (wB97M-V/def2-TZVPD) results for a cluster of 6 separate species, C5H20ClO9 in total in a non-equilibrium geometry.

```
! wB97M-V def2-TZVPD RIJCOSX def2/J DEFGRID3
* xyz -1 1
Cl 6.57 10.71 7.50
O 6.69 11.95 6.79
O 5.61 10.95 8.56
O 6.11 9.64 6.68
O 7.78 10.36 8.13
C 0.97 10.19 11.38
O 2.23 10.17 11.94
H 0.88 9.47 10.57
H 0.14 9.97 12.04
H 0.75 11.20 11.02
H 2.88 10.47 11.31
C 4.67 16.43 4.89
O 4.91 17.76 4.45
H 5.08 15.71 4.17
H 5.17 16.23 5.83
H 3.60 16.23 4.98
H 4.73 18.28 5.23
C 6.75 14.87 11.13
O 6.08 15.01 9.95
H 7.71 14.36 11.10
H 6.92 15.89 11.47
H 6.18 14.33 11.89
H 6.15 14.20 9.44
C 5.37 11.30 1.80
O 5.52 9.97 2.21
H 4.84 11.30 0.85
H 4.82 11.91 2.53
H 6.37 11.72 1.72
H 5.61 9.96 3.16
C 0.97 11.28 5.38
O 0.07 10.86 4.43
H 1.84 10.61 5.46
H 1.40 12.20 4.99
H 0.48 11.42 6.34
H -0.49 10.20 4.85
*
```

Results
electronic energy	-36451.33036	eV
relative energy (zero: lowest compared OMol25 entry of this formula, charge and spin)	127.2	kJ/mol
gap between HOMO and LUMO	0.3138	Eh
HOMO	-5.940	eV

=====

Copy entry 2 word for word.
DFT (wB97M-V/def2-TZVPD) results for the molecule C5H15NP2S2 in a non-equilibrium geometry.

```
! wB97M-V def2-TZVPD RIJCOSX def2/J DEFGRID3
* xyz 0 3
C -2.26 0.50 -2.02
C 1.39 -1.05 -2.61
C 1.35 -0.84 1.79
C 2.17 1.60 0.53
C -3.96 -0.52 1.03
N -0.16 0.58 -0.42
P -1.55 -0.35 -0.59
P 1.23 0.10 0.18
S 2.45 -0.99 -1.08
S -2.61 0.73 1.04
H -2.08 0.07 -3.06
H -3.40 0.54 -1.75
H -1.70 1.49 -2.06
H 0.80 -0.17 -2.71
H 2.04 -1.18 -3.59
H 0.80 -1.88 -2.33
H 1.40 -0.10 2.65
H 0.44 -1.46 2.00
H 2.08 -1.59 1.67
H 2.44 2.19 -0.34
H 1.24 1.99 0.94
H 2.98 1.53 1.34
H -4.89 -0.02 1.28
H -3.78 -1.19 1.81
H -3.99 -0.98 0.10
*
```

Results
electronic energy	-47162.61662	eV
relative energy (zero: lowest compared OMol25 entry of this formula, charge and spin)	0.0	kJ/mol
gap between HOMO and LUMO (alpha / beta)	0.1728 / 0.2328	Eh
HOMO (alpha / beta)	-4.039 / -8.232	eV

=====

Q: Which of these has the highest electronic energy?
A: C5H20ClO9

=====

Q: Among the records above, which one has the lowest relative energy (zero: lowest compared OMol25 entry of this formula, charge and spin)?
A: C5H15NP2S2